# 1
This record from the Open Molecules 2025 dataset describes a 33-piece molecular cluster, C23H88N2O33S overall. The level of theory is wB97M-V/def2-TZVPD.

```
147
Properties=species:S:1:pos:R:3:forces:R:3
S 2.76067 0.60089 -2.54334 0.3155 0.1291 -0.2274
O -6.91458 7.01791 -1.16887 0.0524 0.0679 -0.1343
O 6.01629 -2.31339 -6.18924 0.2480 0.0178 0.2079
O 4.82143 -1.24005 2.06720 -0.0512 0.0769 -0.1152
O -1.42517 -1.56481 3.19195 0.0424 -0.0011 0.0092
O -6.39629 -0.09309 1.56452 -0.2540 -0.0947 -0.0347
O 0.36304 2.19534 4.76327 0.1701 -0.0716 0.0733
O -1.48154 -4.54483 -3.34079 0.0584 -0.0534 0.1578
O -2.45671 9.31354 8.01472 -0.2253 0.0241 0.0580
O -2.35942 8.16030 4.77725 -0.2362 -0.0756 0.0711
O -1.17710 2.49091 0.19255 0.3793 -0.0476 -0.0311
O -2.19608 6.31835 7.15765 -0.3546 -0.1696 -0.1029
O 7.12905 -0.67018 -3.22489 -0.1235 0.0156 -0.0869
O 6.82481 0.57087 -9.53980 0.0753 0.0323 0.0721
O -4.99613 7.32525 7.96549 -0.0592 0.0482 -0.0861
O -4.51206 -7.35613 4.35515 0.0205 0.1642 0.1712
O -7.73215 6.87511 6.93501 -0.0141 0.0868 -0.0328
O 9.55930 0.35331 -5.34123 0.0061 -0.2720 -0.3049
O -1.36755 -6.10231 4.19093 -0.0629 -0.0858 0.0187
O 2.36845 -6.83425 -2.72305 -0.0643 0.2159 0.1513
O -4.92569 6.06014 0.40912 0.3840 0.0497 0.3544
O 6.18948 -5.98133 -3.22998 0.1653 0.0544 -0.0861
O -5.30883 -2.75541 1.63402 -0.1908 0.1660 -0.1734
O -3.90212 -4.47931 3.69920 0.0388 0.0737 0.2920
O 5.78313 1.67626 -6.66218 0.0306 -0.1933 -0.1116
O -2.71398 -4.34176 -0.05365 0.2507 0.1816 -0.0550
O 5.78623 2.37295 -3.83196 -0.0307 -0.3330 0.1569
O 8.82622 -3.01812 -6.70539 0.2826 0.4009 -0.1348
O -4.22494 -1.56311 4.45050 -0.2418 -0.0596 0.0475
O -8.61272 7.98222 -3.10621 -0.0913 -0.0616 -0.2436
O -1.06622 6.07544 3.01847 0.0996 0.5680 -0.2457
O 5.95383 -4.88161 -0.44305 0.0183 -0.0095 -0.3503
O 0.66700 -6.05823 -5.28813 -0.0125 -0.1849 0.2312
O 7.72668 -5.42723 -6.21544 -0.0955 -0.5902 -0.0274
N 2.05824 -1.90104 -1.16224 -0.7020 -0.1956 0.0130
N 0.31535 -4.86483 0.20872 -0.1015 0.4871 -0.1875
C 2.15951 -3.29577 -3.21221 -0.1118 -0.2711 0.3839
C 2.76307 -1.07435 -4.72885 -0.2233 -0.0887 0.0056
C 2.58711 -0.97081 -3.35717 -0.2242 0.1791 0.6698
C -1.11059 2.84764 1.58138 -0.3551 0.4381 0.0239
C -0.36224 1.44520 -0.13058 0.3341 -0.1045 -0.0496
C -3.60930 1.14992 1.93647 0.4348 0.9012 -0.1009
C 2.33439 -3.40820 -4.57769 0.1111 -0.0271 -0.6399
C 0.22137 -0.88035 0.13160 -0.1895 -0.3245 0.2368
C -0.56198 0.20272 0.45473 -0.1330 0.4627 -0.0290
C 0.59052 -3.78280 -0.51430 0.1484 -0.2425 0.1672
C 1.44827 0.46575 -1.37002 0.1768 -0.2807 -0.2713
C -2.42304 3.46009 2.06146 0.1661 -0.6830 1.1136
C 2.48670 -4.63289 1.22826 0.3686 0.4821 -0.0216
C 2.61886 -2.30643 -5.36994 0.1665 0.6283 0.6627
C 1.78114 -3.09272 -0.37791 0.9948 1.0273 -1.0366
C 0.67493 1.57669 -1.04064 0.0541 -0.1514 -0.1789
C 1.23877 -0.79169 -0.81078 -0.1890 0.5282 0.3549
C 1.26201 -5.24327 1.05947 -0.0274 -0.8069 0.5651
C 2.77649 -3.49570 0.48401 -0.6632 -0.8208 0.2379
C 2.25252 -2.07347 -2.55624 0.3610 0.0291 -0.7813
C -2.35954 3.45364 3.61662 0.1147 -0.2957 -0.6661
C -4.10074 2.92708 0.19744 0.0462 -0.3872 0.5263
C -3.67898 2.67411 1.65326 -0.2653 0.0716 -0.4673
H -2.52060 10.00831 7.35248 0.1148 -0.0402 -0.0555
H -7.06650 7.75600 -1.77137 -0.1859 -0.0158 0.0111
H -5.03074 6.11326 -0.54607 -0.1903 0.1480 -0.0200
H -4.67807 -1.09212 3.73955 0.0576 0.0302 -0.0493
H 5.51584 1.86826 -5.75360 0.1604 0.1792 -0.0681
H -0.16028 -3.43095 -1.20855 -0.0662 -0.0334 -0.1219
H -6.18862 -0.85544 1.00270 0.1517 0.0430 0.2507
H -1.73010 -2.18682 2.52194 -0.0863 -0.0072 0.0649
H 6.40416 -0.91183 -2.63865 0.0224 -0.0270 -0.0053
H -8.41174 7.05561 -3.27825 -0.0285 -0.0213 0.0756
H -4.81004 -7.38996 5.27025 -0.0298 -0.1088 -0.0112
H -2.43918 4.49052 1.72134 -0.5017 0.0509 -0.2214
H 0.29724 2.94445 5.36535 -0.0124 0.0265 -0.0319
H 4.62340 -0.60910 1.36662 -0.0046 -0.0010 -0.0028
H 6.96553 0.25830 -3.42902 -0.0292 0.1253 0.0378
H 3.19504 -5.00656 1.94889 0.0357 -0.1681 0.0866
H 2.72078 -2.35736 -6.44274 0.0009 -0.1846 -0.0867
H -1.72785 4.24003 3.99915 -0.0227 0.1059 0.1734
H -0.85883 1.98541 2.19571 0.0529 -0.1482 -0.1128
H -8.57244 7.33729 6.85710 -0.0332 -0.0604 0.0197
H -1.38168 6.54038 2.23373 -0.0107 -0.0702 -0.0401
H 0.13135 -6.14107 -4.48877 -0.3320 0.2869 -0.1340
H -7.19216 -0.35991 2.03512 -0.0694 0.0579 -0.0757
H 6.58312 -4.39344 -0.98821 0.0737 0.1278 0.2052
H -0.23773 1.54289 5.13607 0.0250 -0.0314 0.0294
H 7.67228 0.23421 -9.23283 -0.0059 -0.0446 -0.0371
H -1.92120 2.50752 3.91848 -0.0912 -0.1288 0.2286
H 7.07324 -6.36303 -3.26647 -0.0468 -0.1105 0.0571
H -2.19601 -5.61183 4.09660 -0.1025 0.1800 -0.0871
H 5.14224 -4.36510 -0.50194 -0.0568 -0.0406 0.0582
H -4.40024 -3.06064 1.68427 0.0027 -0.0723 0.0487
H -4.45347 0.82354 2.52435 -0.2047 -0.1353 -0.0582
H -1.37436 0.14227 1.16056 -0.0722 -0.3004 -0.0178
H -0.30071 3.57243 1.70505 0.1082 -0.0086 0.0712
H 6.42400 0.96331 -8.75580 -0.1655 0.0217 -0.0361
H -3.95153 -3.73982 4.32323 0.0583 0.2450 -0.1800
H -2.36237 7.05904 6.55448 0.3885 0.0690 0.0370
H 4.76545 -0.71861 2.87427 0.0099 -0.0669 0.0479
H -2.11117 -4.78024 -2.64914 -0.0535 -0.0060 0.0366
H 7.88443 -2.85421 -6.83581 -0.0064 -0.1166 -0.1194
H -5.15898 2.68059 0.11447 -0.0611 -0.0201 -0.2631
H -0.14312 5.88173 2.82286 0.0379 0.0460 0.1306
H 0.34697 -6.76537 -5.85740 0.0921 -0.0170 -0.0261
H -0.69677 -5.50245 3.85296 0.0267 -0.0123 0.0237
H -3.94856 3.96683 -0.05730 -0.0337 0.1229 -0.1578
H 0.01356 -1.81440 0.62940 0.0203 -0.0203 -0.0008
H 6.03600 -5.83379 -2.28607 -0.0994 -0.0669 0.0757
H -1.68280 -3.62599 -3.54500 0.0222 -0.0205 -0.0918
H 2.97253 -0.16541 -5.27541 0.0453 -0.0071 -0.1773
H -2.36915 6.68851 8.02874 0.1210 0.0876 -0.0049
H -2.70118 0.90235 2.48256 0.0292 -0.1730 0.0632
H 7.38242 -6.12051 -6.78772 0.0023 0.0172 -0.0274
H 7.22093 -5.52030 -5.40151 -0.1295 0.2231 0.0627
H 5.80134 3.21427 -3.36498 0.0672 0.0619 -0.0819
H 1.92882 -4.19612 -2.66473 -0.0471 -0.0384 0.1565
H 0.90630 2.51783 -1.51534 -0.1697 0.1663 -0.0142
H -3.52356 2.28508 -0.46128 -0.0283 0.0668 -0.2361
H 8.91489 -3.96966 -6.84386 -0.1557 0.2072 0.2354
H -4.79076 6.56019 7.41417 0.2297 -0.0176 0.1059
H -5.60690 -2.78911 2.54798 0.0565 -0.1646 0.0208
H -3.00202 -4.39354 0.86393 -0.0239 -0.3045 -0.0510
H -7.10608 7.38414 -0.30087 0.0325 0.0428 0.0065
H -5.79718 5.80271 0.71814 0.0002 -0.1494 -0.0025
H 2.21058 -4.37249 -5.04559 -0.0141 -0.0991 0.0345
H 6.67312 1.31531 -6.57688 -0.0145 0.0425 0.1082
H -3.36642 9.00966 8.12787 -0.0250 -0.0835 0.0299
H -4.49666 3.05252 2.26856 0.0797 0.2690 0.1019
H -3.35393 3.50707 4.05159 -0.0817 0.2488 0.0268
H -3.41663 -1.05915 4.58804 0.1800 -0.0873 -0.1213
H 5.10384 -2.18287 -5.91175 0.0015 0.0011 0.0230
H -9.50231 8.10097 -3.45178 0.0152 0.1290 0.0041
H -3.59062 -7.64142 4.39559 0.0283 0.0473 -0.1021
H 1.04368 -6.10933 1.67205 -0.1483 -0.1137 -0.0680
H 8.75867 0.23194 -4.82594 0.0025 -0.1322 0.1495
H -5.77700 7.05835 8.46434 -0.0414 0.0457 -0.0405
H -4.51049 -5.14236 4.05513 0.1356 -0.2853 -0.2424
H -7.08366 7.48636 6.56805 0.0491 -0.0105 0.0713
H 1.82404 -6.41116 -3.39816 0.1826 -0.1736 -0.1682
H -1.79715 -4.66505 -0.03563 -0.0473 -0.1311 0.1949
H -1.96369 7.48822 4.20445 0.2075 -0.1141 0.0689
H -3.30377 7.97438 4.74534 -0.0126 0.0854 -0.1049
H -0.84172 -0.96856 2.71020 0.1048 -0.0079 0.0789
H 6.54335 -2.25578 -5.37882 -0.2011 0.0790 -0.0380
H -3.61239 0.65565 0.96864 0.0036 -0.4643 0.1259
H 5.13867 1.84081 -3.35460 -0.1662 0.0726 0.0711
H 3.70323 -2.95400 0.58742 0.0277 0.1679 0.0479
H 9.70989 -0.52241 -5.73358 -0.0425 0.2180 0.0985
H 3.22097 -6.39146 -2.79298 0.0657 -0.1073 -0.0824
```
Positions in Å, forces in eV/Å.

Output
HOMO-LUMO gap   8.00 eV
Calculated total energy   -3919.8055 a.u.
HOMO   -8.31 eV

=====

# 2
This record from the Open Molecules 2025 dataset describes a 10-piece molecular cluster, C11H42N6O10 overall. The level of theory is wB97M-V/def2-TZVPD.

```
69
Properties=species:S:1:pos:R:3:forces:R:3
O -4.43988 0.51909 1.95552 -0.4792 0.6820 0.4987
O 2.17812 -1.59191 -2.45448 -1.5645 4.0109 -4.1616
O -1.55588 2.11809 4.32852 -0.3908 0.8196 1.0109
O -3.54888 0.41109 -0.61348 0.5962 -2.3111 -4.8359
O 1.03812 0.62409 -0.40248 0.8952 0.5214 -1.5873
O 3.81012 1.39309 -1.20748 -2.1353 -2.7990 0.2734
O 3.05812 1.12709 2.05552 -0.1842 -0.5477 -0.8536
O -1.93288 -3.10291 -2.62748 -1.2714 0.6218 -0.8806
O -0.74888 -2.75291 1.62452 -3.3803 -2.4307 1.2631
O 1.69312 -1.55991 1.35852 4.2733 -2.5302 0.0221
N 2.18912 -0.56991 -4.56548 2.5701 -4.0061 -3.4613
N 3.31812 -2.36391 -0.05948 1.4115 -1.0923 -2.3118
N -2.83288 0.06509 -2.78648 1.7991 2.5661 -1.4317
N 1.07012 0.38309 -3.05848 -3.3457 3.6152 2.3782
N -4.07888 -1.44691 -1.78848 -2.8167 -4.0792 0.4352
N 3.54412 -2.83491 2.07752 -0.3121 -0.5283 4.8356
C -0.77688 -2.90791 -1.89148 0.9003 2.0965 1.0558
C -1.03888 1.00109 3.66152 1.1239 -0.7422 0.4508
C 3.81012 2.72109 -1.48548 2.6719 1.0666 1.3083
C 1.79912 -0.63691 -3.33748 2.3995 -4.9367 4.7248
C 2.82812 -2.24691 1.15552 -4.9397 3.3252 -1.1452
C -4.22188 1.87109 2.38252 -0.6420 -0.5612 -0.8666
C -1.89888 -1.96591 1.43152 0.6603 -0.1578 -2.0225
C -0.33388 0.62309 -0.14548 0.8766 0.4722 2.5083
C -0.80788 2.03309 0.00652 0.1112 1.4575 -0.6394
C 2.52512 2.41009 2.30352 -1.0073 0.4420 -1.2443
C -3.51288 -0.29591 -1.75648 -0.2906 4.3090 7.6653
H -0.02188 -3.54691 -2.24348 1.0987 -0.6339 -0.7638
H -2.75888 -0.41291 -3.63948 0.1132 -0.8675 -0.8698
H -1.74388 -1.47391 0.48052 -0.3301 0.5638 -0.3647
H 2.04512 0.21809 -5.12948 -0.1244 0.8246 -0.6527
H 4.43312 -3.28391 1.96052 -0.0576 0.1655 -0.3400
H 2.64012 -1.41991 -4.95748 -0.4701 1.2862 0.3243
H -2.55388 -2.40291 -2.35548 0.3855 -0.8557 0.0161
H -1.73388 0.68309 2.89552 -0.2373 0.0928 -0.0626
H -0.08288 1.26809 3.18952 -0.1408 -0.3069 -0.0700
H 3.26212 2.94909 -2.32848 -1.2733 0.8502 -1.9143
H -1.14188 2.26109 5.20252 -0.1964 -0.3787 -0.8888
H -0.38188 -1.83391 -1.84948 -0.4558 -1.2671 -0.5889
H 3.88512 1.21509 1.53852 -0.7986 0.0152 0.2884
H -0.84188 2.60309 -0.96948 -0.2158 -0.7237 0.7457
H -2.22488 0.84209 -2.61648 -0.0049 0.3844 -0.2502
H -3.27388 2.15809 1.99052 0.6965 0.8307 -0.4395
H 2.86112 -1.92391 -0.88748 0.2051 -0.5037 0.6880
H 1.52912 2.42409 2.82352 0.7621 -0.5709 -1.0193
H -0.16788 2.68209 0.64152 -0.0997 -0.8009 -0.1296
H -0.82588 0.08109 -0.90348 -0.7731 -0.6536 -0.8232
H -0.90488 -3.14891 -0.86448 -0.2958 -0.4055 1.1242
H -4.10588 1.90609 3.43452 -0.1380 -0.1725 1.1159
H 2.55312 3.11409 1.42152 -0.4780 -0.9204 0.5634
H -2.75588 -2.59591 1.22352 -0.1294 -0.4859 0.4928
H -4.35088 0.54509 0.99352 0.1395 -0.3460 -0.1495
H 0.94612 0.64409 -2.08648 0.0689 -0.3776 0.0896
H 0.51512 0.92609 -3.71648 0.7393 -0.5330 -0.0130
H 4.04412 -3.11491 -0.21048 -1.3070 1.5905 -0.0273
H 3.16112 2.82009 2.98652 1.6918 1.7264 2.1081
H 1.45112 0.49209 0.43152 1.2584 -0.5974 1.1657
H -2.18888 -1.19491 2.11752 0.1911 0.1167 0.9752
H -1.77288 1.99309 0.45952 -0.9029 0.3395 0.0191
H 4.86412 3.00509 -1.61448 -0.1767 0.0947 -0.4496
H 0.05912 -2.32591 1.57652 2.6979 2.0594 -0.2908
H -4.48588 -1.85491 -0.93548 0.2426 0.7340 -0.7715
H 3.52912 3.29309 -0.62748 -0.7991 0.7650 0.5694
H -0.85088 0.13609 4.33952 -0.1882 0.4850 -0.4114
H -5.02088 2.58509 2.08152 0.3975 -0.4935 0.0132
H 3.21112 -2.70691 3.06252 0.5427 -0.2953 -1.5895
H 2.84312 1.11709 -1.23048 1.7587 0.0158 0.3444
H -4.39688 -1.81791 -2.66548 -0.0803 -0.3213 -0.0929
H -0.37788 0.07309 0.81952 -0.8457 0.2871 -0.6595
```
Positions in Å, forces in eV/Å.

Output
HOMO-LUMO gap   9.00 eV
Energy relative to the best compared isomer or geometry (same formula, charge and spin)   0.00 kJ/mol
SMILES string   NC(N)=O.NC(N)=O.NC(N)=O.CCO.CO.CO.CO.CO.CO.CO
Calculated total energy   -1525.1330 a.u.
HOMO   -8.90 eV